# 1
{"formula": "C29H21N6O3Rb", "method": "wB97M-V/def2-TZVPD", "e_lumo_ha": [0.11510, 0.11511], "gap_ha": [0.16735, 0.09169], "relative_energy_kj_mol": 0.0, "charge": -2, "max_force_ev_per_a": 0.7, "molar_mass_g_mol": 586.99, "homo_ev": [-1.42, 0.64], "elements": ["Rb", "C", "O", "C", "C", "C", "C", "C", "C", "C", "N", "C", "C", "N", "C", "C", "C", "C", "N", "C", "C", "N", "C", "C", "C", "C", "H", "H", "H", "H", "H", "H", "H", "H", "H", "H", "H", "H", "H", "H", "O", "C", "C", "C", "C", "C", "C", "C", "N", "C", "C", "N", "H", "H", "H", "H", "H", "H", "H", "O"], "coordinates": [[0.14, 0.00, -0.13], [-5.36, -7.94, 10.77], [-5.51, -8.17, 9.39], [-4.90, -7.29, 8.54], [-4.16, -6.19, 8.94], [-3.58, -5.36, 7.98], [-3.74, -5.59, 6.62], [-4.50, -6.71, 6.24], [-5.07, -7.54, 7.17], [-3.16, -4.74, 5.59], [-3.29, -4.94, 4.30], [-2.60, -3.92, 3.69], [-2.03, -3.09, 4.64], [-2.40, -3.63, 5.85], [-1.25, -1.93, 4.35], [-0.68, -1.09, 5.28], [0.08, 0.01, 4.85], [0.20, 0.19, 3.46], [-0.33, -0.57, 2.54], [-1.07, -1.66, 2.94], [-1.64, -2.49, 1.95], [-1.42, -2.16, 0.64], [-1.96, -2.92, -0.29], [-2.74, -4.05, -0.06], [-2.97, -4.42, 1.27], [-2.43, -3.65, 2.28], [-5.90, -8.73, 11.28], [-5.78, -6.97, 11.06], [-4.31, -7.97, 11.07], [-4.01, -5.97, 9.99], [-3.00, -4.51, 8.33], [-4.62, -6.89, 5.18], [-5.66, -8.40, 6.88], [-2.15, -3.27, 6.75], [-0.81, -1.30, 6.34], [0.56, 0.69, 5.54], [0.80, 1.03, 3.09], [-1.77, -2.61, -1.32], [-3.14, -4.62, -0.89], [-3.56, -5.28, 1.55], [-0.28, 0.52, -2.75], [-0.82, 1.34, -3.52], [-0.66, 1.19, -4.96], [-1.21, 2.03, -5.89], [-1.99, 3.12, -5.48], [-2.17, 3.31, -4.13], [-1.63, 2.48, -3.13], [-1.91, 2.81, -1.72], [-1.50, 2.22, -0.61], [-2.06, 2.92, 0.43], [-2.81, 3.95, -0.03], [-2.72, 3.88, -1.40], [-0.05, 0.34, -5.24], [-1.04, 1.85, -6.95], [-2.44, 3.80, -6.20], [-2.78, 4.16, -3.84], [-1.89, 2.63, 1.46], [-3.39, 4.71, 0.47], [-3.16, 4.49, -2.05], [2.61, 0.07, -0.02]], "lowdin_charge": [1.002, -0.110, -0.098, -0.291, -0.035, -0.032, -0.152, -0.018, -0.009, -0.303, 0.179, -0.169, -0.134, 0.167, -0.121, -0.081, -0.114, -0.189, -0.007, -0.172, -0.176, -0.015, -0.188, -0.109, -0.065, -0.118, 0.086, 0.091, 0.091, 0.095, 0.102, 0.110, 0.114, 0.135, 0.086, 0.068, 0.103, 0.103, 0.071, 0.095, -0.179, -0.424, -0.042, -0.152, -0.166, -0.103, -0.087, -0.273, 0.014, -0.165, -0.132, 0.067, 0.096, 0.080, 0.066, 0.078, 0.095, 0.085, 0.114, -0.964]}

***

# 2
{"formula": "C29H22BF5IPPm", "method": "wB97M-V/def2-TZVPD", "e_lumo_ha": [-0.11854, -0.11379], "gap_ha": [0.27390, 0.27582], "spin_multiplicity": 5, "charge": 1, "max_force_ev_per_a": 5.3, "molar_mass_g_mol": 779.18, "homo_ev": [-10.68, -10.60], "elements": ["Pm", "I", "C", "C", "C", "C", "C", "C", "C", "C", "C", "P", "C", "C", "C", "C", "C", "C", "C", "C", "C", "C", "C", "C", "C", "H", "H", "H", "H", "H", "H", "H", "H", "H", "H", "H", "H", "H", "H", "H", "H", "F", "B", "F", "F", "F", "F", "C", "C", "C", "C", "C", "C", "C", "H", "H", "H", "H", "H", "H"], "coordinates": [[0.11, 0.59, 0.02], [-0.76, -1.65, -2.13], [0.69, -3.25, -2.54], [0.07, -4.44, -2.82], [0.79, -5.53, -3.32], [2.11, -5.37, -3.62], [2.78, -4.16, -3.32], [4.14, -4.03, -3.68], [4.83, -2.88, -3.43], [4.21, -1.86, -2.71], [2.89, -1.95, -2.32], [2.42, -0.58, -1.18], [2.85, 0.84, -2.27], [4.06, 1.53, -2.28], [4.23, 2.60, -3.13], [3.21, 3.00, -3.98], [2.01, 2.30, -4.00], [1.83, 1.23, -3.15], [3.75, -0.55, 0.08], [4.59, -1.61, 0.40], [5.50, -1.47, 1.43], [5.58, -0.28, 2.14], [4.72, 0.77, 1.85], [3.78, 0.62, 0.84], [2.09, -3.07, -2.69], [-1.00, -4.53, -2.68], [0.29, -6.47, -3.52], [2.67, -6.15, -4.10], [4.61, -4.86, -4.17], [5.86, -2.76, -3.75], [4.80, -0.99, -2.44], [4.86, 1.23, -1.62], [5.16, 3.14, -3.12], [3.35, 3.84, -4.64], [1.22, 2.59, -4.67], [0.91, 0.66, -3.18], [4.52, -2.54, -0.14], [6.15, -2.29, 1.70], [6.31, -0.16, 2.93], [4.77, 1.69, 2.41], [3.08, 1.44, 0.61], [-1.37, -0.64, 1.13], [-0.42, -0.41, 2.20], [-0.25, 1.02, 2.15], [0.81, -0.88, 1.60], [-0.72, -0.90, 3.37], [-5.61, -0.17, -1.96], [-4.45, 0.49, -1.76], [-4.15, 0.96, -0.50], [-2.96, 1.62, -0.29], [-2.05, 1.83, -1.34], [-0.77, 2.58, -1.10], [-2.39, 1.34, -2.61], [-3.58, 0.66, -2.82], [-4.86, 0.83, 0.31], [-2.74, 2.03, 0.70], [-1.00, 3.43, -0.43], [-0.44, 3.01, -2.05], [-1.72, 1.52, -3.45], [-3.84, 0.30, -3.81]], "mulliken_spin": [4.075, -0.002, 0.000, -0.001, 0.000, -0.001, 0.003, 0.000, 0.000, -0.001, -0.001, -0.002, 0.003, 0.001, 0.000, 0.000, 0.000, -0.003, -0.005, -0.001, 0.000, 0.000, 0.001, 0.005, -0.001, 0.000, 0.000, 0.000, 0.000, 0.000, 0.000, 0.000, 0.000, 0.000, 0.000, -0.001, 0.000, 0.000, 0.000, 0.000, -0.001, -0.003, 0.002, -0.003, 0.000, 0.000, -0.001, -0.011, 0.005, -0.013, 0.021, -0.063, -0.012, 0.004, 0.000, 0.000, 0.002, 0.002, 0.000, 0.000]}